ORCA calculation (ωB97M-V/def2-TZVPD) on a structure of composition C24H59F9GaN15O29P.

Output
- Multiplicity: 1
- Calculated total energy: -7116.790917 hartree
- Frontier orbital gap: 3.770 eV
- LUMO: 0.9 eV
- E_HOMO: -2.85 eV
- Charge: -1

```
138
Properties=species:S:1:pos:R:3:lowdin_charge:R:1
C 0.92529 -3.52530 2.81562 -0.11
C 1.58874 -3.07039 1.48337 -0.24
C 1.78728 -1.53538 1.56814 -0.38
N 0.62338 -0.77703 1.01893 -0.13
Ga 0.23054 0.62075 2.31244 0.22
C -1.43305 1.72961 1.87632 -0.26
C -2.78072 0.95327 1.81179 -0.17
C -3.15684 0.14842 3.04688 -0.47
F -2.77967 -1.14276 2.83632 0.08
F -2.48603 0.52126 4.13322 0.11
C -4.67115 0.14804 3.45552 -0.37
F -4.84450 1.00630 4.45625 0.17
F -4.96894 -1.06312 3.96135 0.14
C -5.72568 0.45717 2.36458 -0.34
F -5.84797 1.76736 2.11539 0.15
F -6.91424 0.12313 2.90235 0.12
C -5.62975 -0.42536 1.04319 -0.54
F -5.08216 -1.57017 1.21534 0.24
F -6.93655 -0.69618 0.67836 0.09
F -5.11410 0.23166 0.01851 0.19
P 2.02409 2.18911 2.54343 0.66
C 3.62051 1.45211 1.89731 -0.39
O 2.28723 2.43042 4.22577 -0.47
H 0.08898 -2.84376 3.00331 0.06
H 1.67328 -3.40785 3.60892 0.06
H 0.61830 -4.57880 2.79697 0.05
H 2.56302 -3.56032 1.35580 0.08
H 0.90871 -3.33613 0.66469 0.08
H 2.73803 -1.20807 1.12191 0.06
H 1.87522 -1.30224 2.64400 0.06
H 1.01513 -0.34845 0.18184 0.02
H 0.07742 -0.06822 3.76352 -0.04
H -1.54905 2.60374 2.52970 0.05
H -1.28071 2.12944 0.85625 0.02
H -2.66361 0.22873 0.99324 0.11
H -3.55312 1.65976 1.47949 0.10
H 4.46131 2.10055 2.18366 0.01
H 3.53629 1.38639 0.81014 0.02
H 3.79504 0.47957 2.37702 0.00
H 3.18878 2.13452 4.41010 0.00
C -0.86669 4.70025 -2.54846 0.04
N -0.57313 3.86672 -1.35070 -0.44
O 0.27875 3.00989 -1.45826 0.08
O -1.21469 4.11309 -0.34656 0.05
H -0.22906 4.37952 -3.36430 0.09
H -1.91539 4.56028 -2.79698 0.10
H -0.66245 5.73180 -2.28182 0.07
C -2.09666 -3.21365 -0.35453 0.04
N -1.39080 -2.43615 -1.40495 -0.45
O -0.44527 -2.96582 -1.95770 0.05
O -1.80885 -1.32115 -1.63434 0.05
H -1.61670 -4.18127 -0.25825 0.09
H -2.01878 -2.64653 0.57195 0.09
H -3.13225 -3.32139 -0.66819 0.09
C 5.08412 -1.94870 -1.54996 0.02
N 4.81912 -2.56924 -0.22688 -0.41
O 4.46868 -1.82912 0.66376 0.04
O 4.96617 -3.78208 -0.13249 0.03
H 4.90800 -0.88341 -1.47428 0.09
H 6.11524 -2.15142 -1.81095 0.08
H 4.40420 -2.40130 -2.26287 0.09
C -7.52880 2.35511 -0.71931 0.04
N -7.76366 3.41319 -1.73998 -0.45
O -8.81136 4.02837 -1.68264 0.06
O -6.88648 3.58749 -2.56184 0.06
H -8.39653 2.32870 -0.06870 0.10
H -7.40609 1.40911 -1.23992 0.09
H -6.63352 2.60785 -0.15901 0.09
C 2.18527 -0.57262 -5.13788 0.04
N 3.05627 -0.42223 -3.94309 -0.43
O 2.58663 0.12034 -2.96646 0.08
O 4.19234 -0.86051 -4.02613 0.02
H 1.21420 -0.14404 -4.91760 0.10
H 2.66608 -0.04361 -5.95480 0.08
H 2.10188 -1.63544 -5.34983 0.10
C 3.88613 4.19265 -4.29728 0.03
N 3.76969 2.85859 -4.94719 -0.42
O 4.77039 2.17000 -5.02431 0.06
O 2.67094 2.54191 -5.36231 0.05
H 4.91002 4.33745 -3.98148 0.07
H 3.59878 4.93723 -5.03447 0.10
H 3.21174 4.20590 -3.44542 0.08
C -9.28884 -1.98822 -1.11744 0.04
N -10.10511 -1.24985 -2.11983 -0.45
O -11.27679 -1.55344 -2.22817 0.07
O -9.53533 -0.38882 -2.76225 0.06
H -9.92051 -2.71793 -0.62226 0.08
H -8.47721 -2.47564 -1.65064 0.11
H -8.90907 -1.26065 -0.40779 0.08
C 9.11291 -3.05862 0.35100 0.06
N 8.70983 -1.93980 -0.54353 -0.43
O 7.65652 -1.38429 -0.30982 0.07
O 9.47208 -1.66132 -1.45182 0.06
H 8.34651 -3.19331 1.10627 0.09
H 9.21272 -3.94928 -0.26263 0.11
H 10.05963 -2.78921 0.80365 0.06
C -9.07324 -2.23536 3.36605 0.05
N -9.80102 -3.26363 2.57303 -0.44
O -10.70886 -2.88364 1.85278 0.03
O -9.43873 -4.41445 2.69641 0.07
H -9.50402 -1.26347 3.15326 0.10
H -9.18684 -2.48808 4.41636 0.11
H -8.02989 -2.27095 3.06514 0.09
C 1.80550 7.81312 -1.51538 0.06
N 2.23509 6.66882 -2.36477 -0.42
O 3.22554 6.05747 -2.02471 0.08
O 1.55752 6.42349 -3.34838 0.04
H 2.49775 7.90676 -0.68631 0.10
H 1.81857 8.70388 -2.13732 0.10
H 0.80145 7.59806 -1.15942 0.10
C -13.94250 -3.46420 2.80858 0.04
N -14.55249 -2.63711 3.88585 -0.45
O -15.75292 -2.72777 4.05620 0.06
O -13.80036 -1.92566 4.52237 0.06
H -14.72442 -4.04336 2.33031 0.09
H -13.47276 -2.78739 2.10072 0.09
H -13.20686 -4.11483 3.27264 0.10
C 13.42786 -1.59281 0.95939 0.05
N 12.50194 -2.44305 1.75688 -0.45
O 12.06975 -1.98692 2.79567 0.07
O 12.23982 -3.54268 1.30490 0.05
H 13.56664 -0.65132 1.47884 0.09
H 14.36772 -2.12998 0.86881 0.10
H 12.97023 -1.43672 -0.01409 0.10
C 6.50785 -3.43918 3.72088 0.04
N 5.25425 -2.92791 4.33960 -0.44
O 4.93603 -3.38231 5.42612 0.05
O 4.64569 -2.09809 3.70660 0.08
H 6.95016 -4.17296 4.38624 0.09
H 6.23791 -3.88846 2.76734 0.09
H 7.17176 -2.59003 3.58103 0.10
C 7.39776 3.42193 -7.04455 0.05
N 7.68098 4.43729 -5.99284 -0.44
O 6.77082 4.73648 -5.24552 0.06
O 8.80650 4.89306 -5.95648 0.06
H 6.36399 3.10712 -6.95248 0.08
H 7.57965 3.89087 -8.00769 0.10
H 8.07267 2.58680 -6.88137 0.10
```